No. 1
Formula: C3H10NOS
Source: the OMol25 dataset
Level of theory: the ωB97M-V functional and the def2-TZVPD basis

Cartesian coordinates (Å):
1 C -0.55052 0.50705 0.59333
2 C -1.82258 -0.25285 0.27992
3 S -3.31993 0.69504 -0.14458
4 H -0.26582 1.17926 -0.20595
5 H -0.64204 1.06353 1.53085
6 H 0.29068 -0.15973 0.74096
7 H -2.09374 -0.95026 1.06299
8 H -1.64504 -0.82478 -0.62604
9 H -3.09002 1.80010 0.57125
10 N 4.08153 -0.86367 0.21891
11 C 2.72102 -0.87941 -0.39525
12 O 2.15457 0.30677 -0.59199
13 H 4.01548 -0.33243 1.08254
14 H 4.67553 -0.30400 -0.38614
15 H 2.12205 -1.49737 0.33209
16 H 2.87043 -1.50376 -1.30857

Output
Charge: -1
HOMO-LUMO gap (eV): 5.653
Electronic energy (eV): -17645.67961



No. 2
Formula: C3H10NOS
Source: the OMol25 dataset
Level of theory: the ωB97M-V functional and the def2-TZVPD basis

Cartesian coordinates (Å):
1 C 2.45066 0.54382 0.64215
2 N 1.41171 -0.49038 0.46253
3 C 0.38468 -0.45137 1.50550
4 C -1.06542 -0.06206 1.11773
5 S -1.06419 1.22409 -0.18393
6 H 3.01724 0.66000 -0.28814
7 H 3.13318 0.04657 1.38054
8 H 2.00555 1.50004 0.93153
9 H 0.85103 -0.13956 -0.36417
10 H 0.32394 -1.48025 1.90447
11 H 0.72445 0.21877 2.31450
12 H -1.70542 0.16432 1.97286
13 H -1.51461 -1.01516 0.75398
14 H -1.20072 -1.60805 -2.00720
15 H -0.33866 -0.98349 -2.90016
16 O -0.98046 -1.71225 -2.95020

Output
Charge: -2
HOMO-LUMO gap (alpha / beta) (eV): 2.862 / 5.528
2S+1: 2
Electronic energy (eV): -17642.40086



No. 3
Formula: C3H10NOS
Source: the OMol25 dataset
Level of theory: the ωB97M-V functional and the def2-TZVPD basis

Cartesian coordinates (Å):
1 C -1.14187 -2.01586 1.81400
2 C -0.25523 -1.66258 0.61787
3 C -0.70617 -0.30743 -0.00517
4 S 0.44800 1.11090 0.11056
5 N 1.15440 -1.73989 1.01690
6 H -2.06771 -2.52387 1.53606
7 H -1.45848 -1.15239 2.41575
8 H -0.62972 -2.68761 2.50558
9 H -0.38528 -2.48024 -0.10800
10 H -0.98136 -0.44259 -1.06507
11 H -1.64464 -0.01152 0.48344
12 H 1.68678 -1.67630 0.16089
13 H 1.37211 -0.86348 1.48405
14 H 0.87066 3.39290 -2.80633
15 H -0.23754 2.51233 -2.38814
16 O -0.02460 3.16674 -3.08872

Output
Charge: -2
HOMO-LUMO gap (alpha / beta) (eV): 2.320 / 5.737
2S+1: 2
Electronic energy (eV): -17642.93280



No. 4
Formula: C3H10NOS
Source: the OMol25 dataset
Level of theory: the ωB97M-V functional and the def2-TZVPD basis

Cartesian coordinates (Å):
1 C -0.39721 -0.62629 -0.62290
2 C 0.22420 -1.91401 -0.10865
3 S 1.81044 -1.67176 0.69626
4 C -0.93780 0.28653 0.49101
5 N -1.75620 1.34186 -0.09382
6 H 0.31908 -0.06291 -1.21283
7 H -1.22856 -0.81276 -1.30571
8 H -0.43759 -2.42789 0.58814
9 H 0.35761 -2.63138 -0.91721
10 H -1.52350 -0.35865 1.16181
11 H -0.10262 0.76442 0.99251
12 H -1.75025 2.16516 0.48959
13 H -2.70233 1.03470 -0.26499
14 H 2.65315 0.87898 -0.15164
15 H 2.70470 2.20909 0.56893
16 O 2.76688 1.82492 -0.31050

Output
Charge: 0
HOMO-LUMO gap (alpha / beta) (eV): 10.175 / 7.014
2S+1: 2
Electronic energy (eV): -17644.71618



No. 5
Formula: C3H10NOS
Source: the OMol25 dataset
Level of theory: the ωB97M-V functional and the def2-TZVPD basis

Cartesian coordinates (Å):
1 N -1.12264 -1.88969 -2.03315
2 C -1.22389 -0.71101 -1.18985
3 O -1.39077 -0.88841 0.13571
4 H -2.04300 -2.28845 -2.16512
5 H -0.52366 -2.57966 -1.59623
6 H -0.31677 -0.10086 -1.34486
7 H -2.04232 -0.10496 -1.61262
8 C 1.52831 0.14154 1.24798
9 C 0.48349 1.22929 1.40653
10 S 0.89009 2.80799 0.61063
11 H 2.51234 0.45318 1.59432
12 H 1.60780 -0.19159 0.20987
13 H 1.22978 -0.74106 1.82205
14 H -0.49700 0.90365 1.08813
15 H 0.37986 1.48738 2.46186
16 H 0.52838 2.47265 -0.63525

Output
Charge: 0
HOMO-LUMO gap (alpha / beta) (eV): 9.851 / 7.087
2S+1: 2
Electronic energy (eV): -17643.67806



No. 6
Formula: C3H10NP
Source: the OMol25 dataset
Level of theory: the ωB97M-V functional and the def2-TZVPD basis

Cartesian coordinates (Å):
1 C -0.84977 -0.03932 1.20932
2 C -1.14865 0.37973 -1.31341
3 C -0.21078 0.27398 -0.15699
4 N 0.85033 -0.74356 -0.30830
5 P 2.45149 -0.52894 0.19156
6 H -1.60361 -0.87839 0.99835
7 H -0.11150 -0.43204 1.94429
8 H -1.22732 0.67668 1.81673
9 H -0.57522 0.49546 -2.15879
10 H -1.99092 1.10798 -1.09877
11 H -1.72888 -0.44999 -1.52721
12 H 0.51922 1.20539 -0.15124
13 H 0.79609 -1.52987 -1.18128
14 H 2.63138 0.83286 0.11485
15 H 2.19814 -0.36996 1.62089

Output
Charge: 0
HOMO-LUMO gap (eV): 10.006
Electronic energy (eV): -14050.20378



Energy above the lowest of the compared OMol25 structures with the same formula, charge and spin, respectively: 170.10; 89.55; 38.22; 7.94; 108.10; 195.40 kJ/mol.